Entry 1:
The following is a DFT calculation (ωB97M-V with the def2-TZVPD basis set) of a molecular structure, C50H41N11O7SSr at a distorted geometry.

Energy relative to the best compared isomer or geometry (same formula, charge and spin) (kJ/mol): 1055.23
2S+1: 1
Total charge: -2
HOMO level (spin up / spin down) (eV): -0.77 / -0.99
Strongest force on any atom (eV/A): 2.136
DFT total energy (a.u.): -3487.8489

Element x y z (Å)
Sr (1.1611, -0.1185, -0.2583)
S (-2.4390, -3.5612, -3.4421)
O (0.1186, 0.6821, -1.9819)
O (-1.3609, -3.2911, -4.3490)
O (0.8092, 3.6544, 1.1497)
O (-1.8054, -0.9041, -0.6518)
O (-3.1565, -4.8075, -3.4930)
O (1.3988, 3.2453, -2.5504)
O (-3.9581, -1.3805, 0.3878)
N (1.1704, 1.3565, 2.6615)
N (-1.8491, -3.4205, -1.9362)
N (3.3983, -2.4867, 1.5203)
N (-1.1400, -1.3268, 2.5059)
N (3.3965, -0.7113, -0.1445)
N (-1.2174, -0.0151, 0.2978)
N (1.0815, -1.7015, 1.5536)
N (-1.3634, 2.1739, -0.8092)
N (1.4080, 0.6566, 4.7426)
N (3.9567, 0.7521, -1.9988)
N (2.2388, 1.9623, -0.7352)
C (-4.1601, 2.7714, 2.6109)
C (0.5437, -2.6508, 3.6133)
C (2.8003, 2.5057, -4.3269)
C (2.5052, 2.3997, -2.9913)
C (1.8949, 0.6375, 3.4855)
C (6.4809, -1.1789, -2.0307)
C (-0.1815, 1.9378, -1.6712)
C (0.0487, -1.8073, 2.4766)
C (0.5970, 3.3124, -5.2653)
C (-4.1106, 0.0775, -3.6331)
C (6.1360, -3.1007, 0.0219)
C (-2.7170, 0.4851, 2.0185)
C (-0.0805, -3.0924, 4.7651)
C (-5.4547, -0.1899, -3.8773)
C (2.6029, -3.7642, 4.1931)
C (2.3450, 4.8127, -0.2974)
C (-2.2878, -3.0606, 0.4763)
C (2.9349, 1.6411, -1.8708)
C (4.2025, -0.2514, -1.1455)
C (-2.6617, 1.5926, 1.1886)
C (1.8535, -2.9911, 3.3228)
C (0.2650, 1.4203, 4.7145)
C (-3.3714, 2.7491, 1.4713)
C (-6.4492, 0.9384, -3.9288)
C (1.9974, 0.0060, 5.8928)
C (3.9196, -1.7988, 0.4490)
C (-1.7146, 1.3343, 0.0794)
C (0.1375, 1.8492, 3.4297)
C (1.9590, 3.0804, -5.3040)
C (0.6579, -3.8832, 5.6408)
C (-3.6217, -2.2621, -3.6438)
C (-0.2931, 2.9292, -4.2002)
C (7.4168, -2.1753, -1.8237)
C (5.3626, -1.1357, -1.2009)
C (-4.9496, -2.5535, -3.9095)
C (5.1861, -2.0963, -0.1802)
C (1.0326, 4.0297, -0.1962)
C (0.0484, 2.7878, -2.9241)
C (-3.1888, -0.9456, -3.5237)
C (-5.8590, -1.5104, -4.0293)
C (-1.8743, -0.6326, 1.4888)
C (-2.7265, -1.5942, 0.5053)
C (-3.5005, 0.5044, 3.1602)
C (1.9886, -4.2089, 5.3601)
C (7.2458, -3.1288, -0.7991)
C (-4.2231, 1.6529, 3.4478)
C (-0.1251, 4.9247, -0.6069)
C (1.1518, 2.7481, -1.0402)
C (2.1871, -2.3594, 2.0114)
C (-2.7588, -3.7298, -0.8068)
H (2.5439, -4.8254, 6.0571)
H (-2.7952, -3.5521, 1.3099)
H (1.3482, -0.7818, 6.2631)
H (-3.2912, 3.6070, 0.8158)
H (-0.1223, 5.7933, 0.0552)
H (-6.6436, 1.3217, -2.9249)
H (-1.1114, -2.8234, 4.9588)
H (-6.0731, 1.7702, -4.5263)
H (-3.7771, -3.3883, -1.0157)
H (5.9933, -3.8358, 0.8039)
H (-0.6201, 2.4847, 3.0044)
H (-5.2592, -3.5858, -3.9937)
H (-1.2099, -3.1875, 0.6066)
H (-7.3991, 0.6114, -4.3540)
H (-4.7290, 3.6591, 2.8590)
H (2.1865, 0.7354, 6.6820)
H (-2.7740, -4.8135, -0.6937)
H (3.6280, -4.0158, 3.9530)
H (-3.7777, 1.1003, -3.4972)
H (-1.0777, 4.4059, -0.5232)
H (2.9403, -0.4451, 5.5914)
H (2.4314, 3.2758, -6.2624)
H (0.2014, -4.2500, 6.5526)
H (7.9954, -3.8999, -0.6616)
H (2.7902, 0.0944, 3.2257)
H (-0.0005, 5.2706, -1.6343)
H (8.2929, -2.2317, -2.4594)
H (-1.3171, 2.6646, -4.4452)
H (-6.9035, -1.7292, -4.2233)
H (2.4869, 5.2299, -1.2956)
H (3.7413, 2.0630, -4.6287)
H (1.2797, 2.8311, 1.3751)
H (0.1349, 3.6637, -6.1798)
H (6.5997, -0.4445, -2.8173)
H (2.3020, 5.6276, 0.4273)
H (-1.3625, -2.5342, -1.8130)
H (-2.1525, -0.7104, -3.3247)
H (-0.3410, 1.5707, 5.5899)
H (-4.8506, 1.6860, 4.3310)
H (3.1887, 4.1662, -0.0590)
H (-3.5367, -0.3631, 3.8054)

=====

Entry 2:
The following is a DFT calculation (ωB97M-V with the def2-TZVPD basis set) of a molecular structure, C50H42Cl3GeInN5O5STe.

Energy relative to the best compared isomer or geometry (same formula, charge and spin) (kJ/mol): 301.98
Expectation value of S²: 0.75
2S+1: 2
HOMO level (spin up / spin down) (eV): -7.62 / -7.62
Strongest force on any atom (eV/A): 0.743
DFT total energy (a.u.): -6894.3866

Element x y z (Å)
Te (2.4443, 5.1785, 0.5709)
In (0.0301, -0.1384, -0.3920)
Ge (2.4749, -0.5057, -1.1662)
Cl (4.1218, 0.7407, -0.5788)
Cl (2.3842, -0.0317, -3.3430)
Cl (3.1169, -2.5691, -1.1987)
S (-4.0990, -4.0700, -5.3536)
O (3.6411, -1.6864, 2.0610)
O (-0.9655, 1.3221, -1.5117)
O (-0.2744, -2.0841, 0.8105)
O (-1.3489, 3.3091, -3.5302)
O (1.4054, 0.0916, 1.4188)
N (-2.2106, -0.7898, -0.1540)
N (-0.7076, 2.4876, 1.8551)
N (-2.2242, -5.7743, -4.6732)
N (-2.5065, -1.6046, 0.9524)
N (-0.3799, -1.7348, -2.3506)
C (8.0408, 0.5727, 2.5907)
C (-2.6937, -4.5178, -4.6300)
C (6.5212, 3.9034, -0.2832)
C (-0.8218, -2.0718, 3.8910)
C (-2.9189, -3.1428, 3.0227)
C (5.3751, 4.3941, 0.3262)
C (3.9406, -0.6420, 2.5987)
C (5.3715, -0.1923, 2.6399)
C (7.7044, -0.7747, 2.5644)
C (6.4729, 3.4544, -1.5941)
C (1.1157, 1.8101, 4.6378)
C (-3.0251, -4.0437, 4.2095)
C (0.8041, 1.3372, 3.3763)
C (6.3726, -1.1552, 2.5780)
C (-1.0858, -1.3431, -3.4115)
C (5.2811, 3.5068, -2.3004)
C (-0.4430, 3.8984, -2.6053)
C (-1.4953, 0.4647, 2.8799)
C (-3.3340, -0.8694, 2.0112)
C (-2.6031, 0.4352, 2.1456)
C (7.0438, 1.5376, 2.6303)
C (-0.3598, -3.0353, -2.0551)
C (-2.3064, 2.4361, -3.1179)
C (-1.4964, -2.7515, 2.7439)
C (5.7116, 1.1562, 2.6638)
C (-1.3325, -2.1592, 1.4367)
C (-1.8470, -2.2088, -4.1746)
C (2.9256, 0.2241, 3.2618)
C (2.3365, 1.5279, 5.2410)
C (-3.4573, -1.7029, 3.3228)
C (1.4383, 3.3027, 0.8653)
C (-2.1171, 1.4295, -2.1200)
C (-0.4925, 1.5643, 2.7022)
C (-2.6238, -1.1424, 4.5016)
C (-1.7553, -2.2834, 5.1341)
C (-3.4889, 2.5031, -3.8222)
C (-3.2255, 0.5751, -1.8749)
C (4.1766, 4.4451, -0.3791)
C (-1.0725, -3.9757, -2.7769)
C (-2.4062, -3.6058, 5.2961)
C (3.2219, 0.7450, 4.5183)
C (4.1360, 4.0083, -1.6985)
C (-1.8551, -3.5578, -3.8497)
C (-4.4254, 0.6894, -2.6084)
C (-1.3165, -0.5527, 3.9663)
C (1.6890, 0.5147, 2.6321)
C (2.6690, 2.0413, 6.6157)
C (-4.5557, 1.6306, -3.5889)
C (0.2675, 3.5780, 1.8010)
C (-3.2287, -0.4076, -0.8381)
H (2.4225, 3.0995, 6.7138)
H (9.0813, 0.8708, 2.5773)
H (3.7312, 1.9239, 6.8278)
H (-0.2855, 4.4618, 1.4701)
H (-3.5603, 3.2689, -4.5839)
H (-2.3714, -4.1434, 6.2336)
H (-5.2341, 0.0030, -2.3887)
H (4.9314, 1.9072, 2.6812)
H (-4.1973, -0.8527, -0.6069)
H (-1.0421, -5.0092, -2.4596)
H (0.0613, 4.6850, -3.1612)
H (5.2372, 3.1493, -3.3203)
H (2.1378, 2.5944, 1.3005)
H (-0.7425, -0.0975, 4.7751)
H (0.2488, -3.3298, -1.2105)
H (0.6750, 3.7900, 2.7937)
H (6.0869, -2.1976, 2.5296)
H (-1.0295, -0.2919, -3.6599)
H (-2.8108, 1.2436, 1.4558)
H (8.4813, -1.5268, 2.5230)
H (-5.4644, 1.7128, -4.1674)
H (3.2123, 4.0522, -2.2573)
H (-4.5098, -1.7610, 3.6019)
H (-3.4044, -3.5588, 2.1423)
H (-3.5525, -4.9844, 4.1383)
H (1.1052, 2.9287, -0.0993)
H (7.3618, 3.0526, -2.0624)
H (-0.9771, 4.3429, -1.7609)
H (7.4479, 3.8563, 0.2743)
H (-3.2153, -0.5237, 5.1740)
H (-4.3214, -0.7325, 1.5759)
H (0.2504, -2.2433, 3.9675)
H (-2.7440, -6.4566, -5.1995)
H (-2.4243, -1.8461, -5.0127)
H (-1.2947, -6.0034, -4.3658)
H (-1.2694, -1.9217, 6.0377)
H (7.3041, 2.5882, 2.6330)
H (0.3927, 2.4314, 5.1590)
H (0.2801, 3.1754, -2.2462)
H (4.1863, 0.5050, 4.9544)
H (2.1161, 1.5035, 7.3893)
H (5.4110, 4.7323, 1.3538)